# 1
57
Properties=species:S:1:pos:R:3 method="wB97M-V/def2-TZVPD" de_lowest_kcal_mol=64.0 charge=0 smiles="O=C(/C=C/c1cn(C[C@H](O)CN2CCCCCC2)c2ccccc12)c1cccs1" spin_multiplicity=1 homo_lumo_gap_ev=7.53 homo_ev=-7.6 lumo_energy_ev=0.0
O -5.53956 -0.97479 0.67829
C -4.90649 -0.01879 0.24719
C -3.49766 -0.09246 -0.12042
C -2.81564 -1.24414 0.03739
C -1.44310 -1.46952 -0.27468
C -0.53135 -0.59432 -0.83163
N 0.67428 -1.19103 -0.98903
C 1.86024 -0.54279 -1.46846
C 2.62642 0.14515 -0.32783
O 1.89114 1.26924 0.08199
C 4.03425 0.57977 -0.78690
N 4.57637 1.50036 0.19292
C 5.25937 0.87225 1.30959
C 6.58778 0.17479 0.97417
C 7.82419 1.07456 1.03604
C 7.65552 2.46727 0.41533
C 6.69232 2.53536 -0.77025
C 5.22836 2.68369 -0.32691
C 0.59900 -2.47596 -0.50881
C 1.56748 -3.46877 -0.43314
C 1.19313 -4.68921 0.08956
C -0.11172 -4.92136 0.52807
C -1.07582 -3.93912 0.45880
C -0.72461 -2.69734 -0.06279
C -5.57058 1.27706 0.08111
C -5.12247 2.49959 -0.34919
C -6.12576 3.48382 -0.34132
C -7.32318 3.00076 0.09386
S -7.25349 1.34077 0.50302
H -3.02324 0.79138 -0.51323
H -3.36207 -2.08535 0.44574
H -0.66388 0.42840 -1.12581
H 2.50313 -1.28303 -1.95083
H 1.57552 0.21922 -2.19859
H 2.71494 -0.56519 0.51179
H 2.52840 1.86288 0.50996
H 4.65127 -0.31406 -0.94714
H 3.93554 1.09923 -1.74280
H 4.56947 0.13630 1.73170
H 5.42782 1.64044 2.06824
H 6.73588 -0.65072 1.67337
H 6.51213 -0.26684 -0.02108
H 8.63928 0.55094 0.53062
H 8.12239 1.20010 2.07920
H 8.64034 2.81633 0.09747
H 7.30400 3.16676 1.17744
H 6.80551 1.65936 -1.41024
H 6.94077 3.41401 -1.36982
H 4.63096 3.04461 -1.16837
H 5.18287 3.44868 0.45756
H 2.58083 -3.29744 -0.76585
H 1.92304 -5.48179 0.16323
H -0.36347 -5.89151 0.93007
H -2.08153 -4.12708 0.80206
H -4.11227 2.69690 -0.65908
H -5.96638 4.50369 -0.64441
H -8.24801 3.53351 0.19711


# 2
60
Properties=species:S:1:pos:R:3 method="wB97M-V/def2-TZVPD" charge=+1 spin_multiplicity=6 homo_lumo_gap_ev="6.99 / 7.02" homo_ev="-11.0 / -11.0" lumo_energy_ev="-4.0 / -4.0"
C -1.53060 3.43544 -3.73046
C -1.39323 2.11126 -3.32061
C -0.08420 1.51276 -3.28984
C 1.00632 2.29539 -3.83112
C 0.83484 3.62375 -4.23592
C -0.39732 4.20893 -4.14114
C 2.28055 1.71450 -3.84838
C 2.38079 0.31750 -3.78571
C 1.28758 -0.42904 -3.24845
C 1.41978 -1.85829 -3.11818
C 2.63525 -2.47618 -3.45144
C 3.72190 -1.69248 -3.90159
C 3.59477 -0.33978 -4.09879
H -2.56165 3.90668 -3.78371
H 1.69414 4.20830 -4.60318
H -0.57262 5.22693 -4.50050
H 3.18529 2.29998 -4.07323
H 2.70958 -3.59315 -3.36415
H 4.67046 -2.22955 -4.15162
H 4.42147 0.23295 -4.53140
N 0.21334 0.27443 -2.73619
Sm 0.18994 0.47436 0.01546
C -2.59501 1.27952 -2.90373
H -2.58009 0.29687 -3.40166
H -3.55145 1.73285 -3.22120
C 0.22137 -2.68588 -2.68045
H -0.69264 -2.45560 -3.23289
H 0.37544 -3.75920 -2.80391
P -2.44913 0.98198 -1.09325
P -0.10555 -2.27880 -0.96090
C 1.13662 -3.32581 -0.13853
H 0.89315 -3.42343 0.92241
H 1.15435 -4.31125 -0.61171
H 2.12830 -2.88061 -0.20823
C -1.60054 -3.27890 -0.64983
H -1.50156 -4.24783 -1.14556
H -1.74734 -3.41964 0.42414
H -2.46719 -2.75552 -1.05535
C -2.68926 2.66677 -0.46906
H -3.70738 3.05252 -0.64080
H -2.47008 2.67811 0.61410
H -1.97229 3.35639 -0.93911
C -4.02671 0.16310 -0.73431
H -4.08427 -0.02062 0.34700
H -4.92089 0.73364 -1.02765
H -4.08097 -0.82360 -1.21842
C 2.50380 -0.07318 0.28416
O 3.48553 -0.58344 0.68628
H 2.21216 1.24566 -0.96102
O -1.00085 -3.06326 2.53925
C -1.32383 -1.89146 2.68500
C -2.10315 -1.35580 3.88018
C -2.04875 0.15625 3.70228
C -1.27201 0.34310 2.40948
O -0.82047 1.43651 1.90547
N -0.96461 -0.83553 1.82278
H -3.16060 -1.70104 3.90769
H -1.61339 -1.66916 4.82309
H -3.11259 0.51756 3.72769
H -1.52304 0.62026 4.55668


# 3
60
Properties=species:S:1:pos:R:3 method="wB97M-V/def2-TZVPD" de_lowest_kcal_mol=21.3 charge=0 smiles="CCOC(=O)c1c(C)oc2c1c(CN1CCN(C(=O)OCC)CC1)c(O)c1ccccc12" spin_multiplicity=1 homo_lumo_gap_ev=8.17 homo_ev=-7.5 lumo_energy_ev=0.6
C -0.92525 2.97423 3.07575
C -0.53039 4.04783 2.07430
O -0.53242 3.51391 0.75007
C 0.54707 3.74053 -0.01576
O 1.51007 4.36920 0.35652
C 0.37805 3.21446 -1.37611
C 0.72902 3.94349 -2.48922
C 1.40251 5.25910 -2.61067
O 0.33946 3.32719 -3.61829
C -0.25544 2.16356 -3.25529
C -0.25337 2.01827 -1.86853
C -0.74661 0.83170 -1.27509
C -0.62031 0.62439 0.21483
N -0.48836 -0.78380 0.57467
C 0.81153 -1.32020 0.19034
C 0.81972 -2.83266 0.40656
N 0.49748 -3.13121 1.78474
C 1.45694 -3.60588 2.61370
O 2.55197 -3.95985 2.24506
O 1.03588 -3.66111 3.90004
C 1.94351 -4.26378 4.82068
C 1.85878 -5.78260 4.78054
C -0.75210 -2.55390 2.21909
C -0.73637 -1.04097 1.98294
C -1.33199 -0.10444 -2.10303
O -1.87109 -1.25181 -1.62781
C -1.39155 0.07227 -3.52400
C -1.98801 -0.89641 -4.34996
C -2.01413 -0.73624 -5.71042
C -1.44307 0.39606 -6.30378
C -0.85366 1.35878 -5.52846
C -0.82137 1.21766 -4.13067
H -0.20266 2.16220 3.06961
H -0.95861 3.40625 4.07190
H -1.90607 2.57424 2.83161
H -1.25145 4.87191 2.09186
H 0.46836 4.44171 2.29096
H 1.73487 5.59019 -1.63217
H 2.26252 5.17256 -3.27275
H 0.72269 5.99539 -3.03893
H -1.51429 1.01987 0.70841
H 0.24297 1.19930 0.57971
H 0.98729 -1.09636 -0.86362
H 1.61933 -0.86017 0.78385
H 1.80387 -3.24829 0.18952
H 0.07064 -3.30122 -0.24005
H 1.64702 -3.87706 5.79828
H 2.96117 -3.93762 4.58270
H 2.17395 -6.14170 3.80408
H 0.83805 -6.10878 4.96628
H 2.51171 -6.20406 5.53940
H -0.90688 -2.77477 3.27340
H -1.56043 -3.00181 1.62984
H -1.70682 -0.61961 2.25565
H 0.03739 -0.58191 2.62184
H -1.62030 -1.32035 -0.67880
H -2.42263 -1.76686 -3.88432
H -2.47610 -1.48667 -6.33477
H -1.47120 0.50637 -7.37786
H -0.41084 2.23948 -5.96835


# 4
62
Properties=species:S:1:pos:R:3 method="wB97M-V/def2-TZVPD" de_lowest_kcal_mol=0.2 charge=0 smiles="CCN(CC)S(=O)(=O)c1ccc(OC)c(NC(=O)[C@@H](C)Oc2ccc3c(C)cc(=O)oc3c2)c1" spin_multiplicity=1 homo_lumo_gap_ev=8.59 homo_ev=-8.4 lumo_energy_ev=0.2
C 2.09409 -1.69521 3.68253
C 0.58641 -1.83522 3.87321
N -0.07632 -2.45235 2.74875
C 0.08239 -3.86609 2.49758
C 0.96467 -4.14174 1.28176
S -1.37060 -1.72773 2.03052
O -2.47636 -2.63904 1.93589
O -1.60232 -0.46276 2.67975
C -0.79728 -1.36343 0.37770
C -1.55666 -1.66484 -0.73010
C -1.11091 -1.28419 -1.98857
C 0.08290 -0.58988 -2.12686
O 0.58503 -0.12821 -3.30334
C -0.19937 -0.26501 -4.47355
C 0.85081 -0.28846 -0.97900
N 1.97479 0.52520 -1.15162
C 2.63468 1.18582 -0.15640
O 2.81174 0.75626 0.95999
C 3.10452 2.58647 -0.58491
C 4.36075 2.52359 -1.44699
O 2.08104 3.21996 -1.35184
C 0.78929 2.96202 -0.97195
C 0.38148 2.85006 0.36186
C -0.89878 2.44571 0.66182
C -1.81201 2.11786 -0.34603
C -3.14027 1.60541 -0.10554
C -3.66844 1.52269 1.28193
C -3.86944 1.20039 -1.17264
C -3.38625 1.27225 -2.52948
O -3.94244 0.83824 -3.51012
O -2.17324 1.89331 -2.72105
C -1.39725 2.26351 -1.67963
C -0.12137 2.71679 -1.98827
C 0.40064 -0.68549 0.26596
H 2.51898 -1.20624 4.55550
H 2.56079 -2.67120 3.57503
H 2.32815 -1.09558 2.80721
H 0.12739 -0.85225 3.98368
H 0.38369 -2.41389 4.78535
H 0.51006 -4.33511 3.38789
H -0.91421 -4.28444 2.32924
H 1.93779 -3.67304 1.39950
H 1.10156 -5.21378 1.16320
H 0.50025 -3.74693 0.38175
H -2.49015 -2.18813 -0.60334
H -1.71694 -1.50855 -2.85104
H 0.36934 0.22590 -5.26136
H -0.34260 -1.31695 -4.73363
H -1.16957 0.22493 -4.36410
H 2.01836 0.92834 -2.08154
H 3.31540 3.15863 0.32914
H 4.18019 1.93343 -2.34201
H 5.17011 2.07425 -0.87881
H 4.64567 3.52856 -1.74616
H 1.07567 3.05607 1.16086
H -1.18988 2.33048 1.69264
H -4.69453 1.16683 1.28004
H -3.63048 2.49976 1.76088
H -3.05872 0.83643 1.87151
H -4.85770 0.78451 -1.05655
H 0.17869 2.80422 -3.01990
H 0.95679 -0.44215 1.15365